10
Properties=species:S:1:pos:R:3:nbo_charge:R:1 method="wB97M-V/def2-TZVPD" total_energy_ha=-544.169336 s2=2.03 e_homo_ev="-6.9 / -9.3" multiplicity=3 e_lumo_ev="0.595 / -1.285"
C -0.20535 -0.94819 0.30477 -0.353
C -0.36356 0.15420 -0.65889 0.148
C 0.34453 -2.06725 -0.15144 -0.330
N 0.76319 1.72806 0.74450 -0.186
O 0.07504 1.33814 -0.31124 -0.366
I 0.69431 -3.93238 0.81693 0.112
H -0.26540 -0.61192 1.37205 0.242
H -0.69962 0.09977 -1.75667 0.205
H 0.47349 -2.27558 -1.26931 0.218
H 0.62247 2.77215 0.89896 0.309